1.
{
  "formula": "C17H28NO4",
  "method": "the ωB97M-V functional and the def2-TZVPD basis",
  "species": ["C", "O", "C", "C", "C", "C", "C", "O", "C", "C", "O", "C", "N", "C", "C", "C", "C", "C", "C", "C", "O", "C", "H", "H", "H", "H", "H", "H", "H", "H", "H", "H", "H", "H", "H", "H", "H", "H", "H", "H", "H", "H", "H", "H", "H", "H", "H", "H", "H", "H"],
  "xyz": [[2.5318, 1.1356, -4.5293], [1.6899, 0.0184, -4.3605], [0.7205, 0.0525, -3.4050], [0.5951, 1.0831, -2.4803], [-0.3898, 1.0742, -1.5074], [-1.2927, 0.0254, -1.4370], [-2.3458, -0.0256, -0.3641], [-1.8391, -0.5439, 0.8742], [-1.4485, -1.9044, 0.8108], [-0.6965, -2.2912, 2.0962], [-1.4961, -2.1638, 3.2447], [0.5553, -1.4223, 2.2975], [0.1987, 0.0043, 2.4804], [1.2049, 0.9343, 1.9245], [0.6968, 2.3692, 2.0070], [0.3690, 2.7459, 3.4476], [-0.6379, 1.7480, 4.0092], [-0.0891, 0.3337, 3.8968], [-1.1799, -1.0047, -2.3600], [-0.1984, -1.0196, -3.3471], [-0.2361, -2.1141, -4.1409], [0.4954, -2.1885, -5.3497], [3.1532, 0.8996, -5.3912], [3.1732, 1.2931, -3.6566], [1.9583, 2.0439, -4.7348], [1.2759, 1.9179, -2.5165], [-0.4639, 1.9080, -0.8260], [-2.7023, 0.9750, -0.1121], [-3.1943, -0.6385, -0.6858], [-0.7957, -2.0742, -0.0550], [-2.3394, -2.5380, 0.6981], [-0.3579, -3.3324, 1.9754], [-2.2773, -2.7231, 3.1705], [1.1022, -1.7711, 3.1758], [1.1928, -1.5259, 1.4182], [-0.6869, 0.1212, 1.9269], [1.3927, 0.6654, 0.8824], [2.1313, 0.8236, 2.4936], [1.4572, 3.0360, 1.6014], [-0.2005, 2.4720, 1.3937], [-0.0404, 3.7542, 3.4837], [1.2780, 2.7349, 4.0511], [-0.8433, 1.9633, 5.0569], [-1.5810, 1.8204, 3.4640], [-0.8080, -0.3938, 4.2731], [0.8425, 0.2433, 4.4612], [-1.8782, -1.8277, -2.3592], [1.5703, -2.2369, -5.1702], [0.2722, -1.3449, -6.0048], [0.1618, -3.1119, -5.8214]],
  "forces_ev_per_angstrom": [[0.1931, 0.2218, -0.0368], [-0.3950, -0.3088, 0.2120], [0.0385, -0.1032, -0.1068], [0.1312, 0.0288, -0.0460], [-0.1027, -0.0858, 0.0153], [-0.0508, -0.0282, 0.0854], [-0.0043, 0.1972, -0.2803], [0.0708, -0.0905, 0.2341], [0.1401, -0.3288, 0.1793], [0.0914, 0.1206, -0.6274], [-0.1646, 0.0097, 0.2443], [-0.1661, -0.8781, 0.0082], [-0.3476, 0.0148, -0.1619], [0.3300, 0.6177, -0.4712], [0.1607, -0.0562, 0.2962], [-0.2666, 0.0383, -0.1507], [0.3657, 0.0544, 0.0084], [-0.4997, 0.2337, 0.8090], [0.1571, 0.1891, -0.1695], [-0.0627, 0.0032, 0.0802], [-0.0492, 0.1433, 0.3984], [0.2507, -0.1671, -0.5105], [-0.0133, 0.0742, 0.0753], [-0.0415, 0.0005, -0.0283], [0.0103, -0.0322, 0.0197], [0.0943, 0.0692, -0.0685], [-0.0375, 0.1344, 0.0827], [-0.0337, -0.0998, -0.0822], [0.0130, 0.0405, 0.0746], [-0.0479, -0.0448, 0.1150], [0.0663, 0.0195, -0.0045], [0.0470, 0.2151, -0.0563], [0.0192, 0.0051, -0.0194], [0.0222, 0.1349, -0.0577], [-0.0288, 0.1055, 0.0505], [0.2852, 0.0296, 0.1128], [-0.0534, -0.1485, 0.0992], [-0.0615, -0.1338, 0.0001], [-0.0004, -0.0464, -0.1085], [-0.0258, 0.0180, -0.1005], [0.0465, 0.0469, 0.0355], [0.0590, 0.0282, 0.0519], [-0.0747, -0.0837, 0.0141], [-0.1054, -0.0102, 0.0097], [0.2051, 0.0485, -0.1084], [0.0318, -0.0864, -0.1209], [-0.1039, -0.1307, -0.0095], [-0.1303, -0.0094, -0.0335], [0.0087, -0.0528, 0.0374], [0.0295, 0.0828, 0.0100]],
  "lumo_ev": -2.07,
  "total_charge": 1,
  "e_tot_ev": -27756.793,
  "smiles": "COc1ccc(COC[C@H](O)C[NH+]2CCCCC2)cc1OC",
  "de_lowest_kj_mol": 61.00,
  "orbital_gap_ev": 8.7,
  "largest_force_ev_per_a": 0.98
}


2.
{
  "formula": "C7H30NO16S",
  "method": "the ωB97M-V functional and the def2-TZVPD basis",
  "species": ["S", "O", "O", "O", "O", "O", "C", "O", "O", "H", "C", "O", "C", "C", "N", "C", "C", "O", "C", "H", "H", "H", "H", "H", "H", "H", "H", "H", "H", "H", "H", "H", "H", "H", "O", "H", "H", "O", "H", "H", "O", "H", "H", "O", "H", "H", "O", "H", "H", "O", "H", "H", "O", "H", "H"],
  "xyz": [[-2.6217, 1.8535, 0.2471], [-1.7491, 3.0338, 0.4585], [-2.2245, 1.0141, -0.9459], [-2.5642, 0.9809, 1.4418], [-3.9864, 2.3634, 0.0047], [0.0435, 1.4947, -2.3548], [-0.1981, 1.3730, -3.6822], [-1.3808, 1.2846, -4.1043], [0.8019, 1.5162, -4.4494], [-0.7595, 1.2654, -1.7666], [0.9120, 0.3509, 0.6068], [1.2058, -0.1034, 1.9350], [0.9726, -1.4749, 2.0219], [1.4780, -2.1451, 3.2915], [0.7584, -1.6115, 4.4509], [1.2598, -2.2505, 5.6663], [0.3708, -1.8666, 6.8422], [0.4838, -0.4945, 7.1069], [-0.2641, -0.1047, 8.2443], [0.8470, 1.4361, 0.6442], [-0.0178, -0.0463, 0.2048], [1.7369, 0.0364, -0.0450], [1.4252, -2.0903, 1.2242], [-0.0969, -1.6905, 1.9212], [2.5674, -2.1274, 3.4448], [1.1779, -3.1835, 3.1107], [0.8553, -0.6035, 4.4549], [2.2444, -1.8289, 5.9128], [1.2118, -3.3329, 5.5640], [0.6646, -2.4427, 7.7414], [-0.6620, -2.2234, 6.7244], [-0.1059, 0.9642, 8.3426], [0.0581, -0.6685, 9.1292], [-1.3110, -0.3834, 8.0859], [3.0064, -0.4237, -4.2265], [3.7215, -0.3097, -3.5953], [2.5822, 0.4606, -4.2885], [-2.0565, -1.6263, -0.1599], [-1.8929, -0.6556, -0.2793], [-2.6912, -1.6454, 0.5605], [-1.0184, 2.2732, -6.9400], [-1.2449, 1.7624, -6.1324], [-1.5224, 1.8517, -7.6419], [-1.0001, -1.2669, -5.3105], [-1.2849, -0.4216, -4.8960], [-0.4865, -1.6881, -4.6172], [1.0922, 3.8638, -1.0966], [0.6657, 3.0444, -1.4305], [2.0323, 3.6699, -1.1470], [2.2373, 1.1226, -7.2340], [3.1882, 1.0105, -7.3239], [1.9496, 0.3859, -6.6774], [-3.7597, 0.0693, -6.0788], [-2.8033, -0.0340, -5.9434], [-3.8475, 0.2623, -7.0161]],
  "forces_ev_per_angstrom": [[-0.7537, 1.4726, 0.4901], [0.6494, -0.6197, -0.4463], [1.1160, -0.0990, 0.0260], [-0.0188, -0.6512, 0.3352], [-0.5077, -0.4108, 0.0154], [-0.2241, -0.7051, 0.7602], [0.5743, 1.4911, -1.2839], [-0.2044, -0.9547, -0.0970], [0.2401, -0.7022, 0.7923], [-0.3227, 0.4151, -0.6764], [0.3854, 0.3597, -0.0366], [0.2296, -0.5153, 0.0982], [0.0518, -0.8647, -0.1227], [-1.1120, 0.7113, -0.1609], [0.4236, -1.3365, -0.0719], [-1.1505, 1.9722, 0.2668], [0.1302, -1.0482, 0.6585], [-0.1184, 0.0568, 0.1807], [0.1583, -0.6848, -0.7717], [-0.1135, -0.0268, -0.0602], [-0.0904, 0.0179, 0.2982], [-0.0327, 0.0692, -0.1190], [0.2584, 0.5897, -0.4203], [-0.1153, 0.1468, 0.1396], [0.1087, 0.2049, -0.2646], [0.1093, -0.1521, 0.4351], [-0.0326, 0.0227, 0.1874], [0.4137, -0.7258, 0.0584], [0.3868, -0.0421, -0.1345], [0.4748, 0.1341, 0.0533], [-0.1777, 0.5738, -0.5833], [-0.2538, 0.0268, 0.2481], [0.2350, 0.2051, 0.1494], [-0.1784, 0.4327, 0.0415], [0.3892, 0.2319, -0.2636], [-0.1051, 0.0473, 0.0747], [-0.7165, -0.1993, 0.1755], [0.4364, -0.3941, 0.0998], [-0.6649, -0.0030, -0.2910], [-0.0084, 0.3764, 0.0556], [-0.3918, -0.2035, -0.2038], [0.4297, 0.4061, 0.3682], [0.0185, -0.0235, 0.0470], [-0.2744, -0.1246, -0.2546], [0.4330, 0.2363, 0.3177], [0.0250, 0.1025, 0.0890], [0.2608, -0.0793, -0.0003], [-0.0887, 0.3316, 0.0040], [-0.0544, -0.1081, -0.1094], [0.2759, -0.1783, -0.4884], [-0.0432, -0.0977, 0.1813], [-0.2137, 0.3615, 0.2826], [0.0579, -0.1199, -0.3217], [-0.3711, 0.0294, 0.2296], [0.0670, 0.0450, 0.0225]],
  "lumo_ev": 5.30,
  "total_charge": -3,
  "e_tot_ev": -52829.078,
  "de_lowest_kj_mol": 0.00,
  "orbital_gap_ev": 3.5,
  "largest_force_ev_per_a": 2.30
}


3.
{
  "formula": "C2H5ClNO2S",
  "method": "the ωB97M-V functional and the def2-TZVPD basis",
  "species": ["C", "C", "N", "O", "O", "S", "Cl", "H", "H", "H", "H", "H"],
  "xyz": [[0.3601, 1.5200, -0.2007], [0.7428, -1.4283, 0.3672], [-0.2959, 0.5708, 0.6087], [-1.6183, -0.2876, -1.4175], [-2.0769, -1.1953, 0.8386], [-1.8320, 0.0224, 0.0295], [2.3925, -1.0247, 0.2652], [0.2072, 1.3502, -1.2804], [-0.0356, 2.5122, 0.0527], [1.4330, 1.5297, 0.0224], [0.2859, -1.6828, -0.5693], [0.4372, -1.8865, 1.2837]],
  "forces_ev_per_angstrom": [[0.1493, 0.3472, -0.8885], [-1.6459, 2.8635, 0.1058], [0.5354, -3.4522, 0.7978], [0.0910, -0.0742, 0.1605], [0.2661, -0.0256, 0.0324], [-0.1639, 0.4856, -0.2799], [0.7802, 0.0701, -0.0340], [0.1309, 0.0764, 0.0978], [0.1226, 0.0843, -0.0474], [-0.0268, -0.0040, 0.0345], [-0.1128, -0.2539, -0.1313], [-0.1261, -0.1173, 0.1525]],
  "lumo_ev": [3.39, 3.39],
  "total_charge": -1,
  "e_tot_ev": -31096.298,
  "de_lowest_kj_mol": 304.05,
  "orbital_gap_ev": [6.7, 6.7],
  "largest_force_ev_per_a": 3.58
}


4.
{
  "formula": "C5H10N2O",
  "method": "the ωB97M-V functional and the def2-TZVPD basis",
  "species": ["C", "C", "O", "C", "C", "C", "N", "N", "H", "H", "H", "H", "H", "H", "H", "H", "H", "H"],
  "xyz": [[-0.2515, 2.2812, 0.3512], [-0.8553, 1.1028, 0.1854], [-2.2009, 0.9223, 0.3505], [-0.0991, -0.2844, -0.4334], [-0.7898, -0.8361, -1.6261], [0.7488, -0.6412, 0.4790], [1.3831, -0.2132, 1.5887], [1.5197, -1.8798, -0.3896], [0.8168, 2.3715, 0.2567], [-0.8127, 3.1815, 0.5782], [-2.6243, 1.7762, 0.5237], [-1.7892, -0.4139, -1.6995], [-0.8537, -1.9230, -1.5804], [-0.2308, -0.5604, -2.5222], [1.3268, 0.7584, 1.8533], [1.4211, -0.8588, 2.3639], [0.9097, -2.6887, -0.3791], [2.3815, -2.0944, 0.0998]],
  "forces_ev_per_angstrom": [[-0.0922, -0.3217, 0.0892], [0.5958, -1.8007, -1.7831], [0.1053, 0.0546, -0.1623], [-4.3586, 5.8775, 3.2296], [0.8142, -0.1734, -0.2350], [3.1497, -5.0632, -4.1821], [0.5032, 0.4058, 0.7662], [-0.5903, 1.7950, 2.3241], [0.1190, 0.0325, -0.3019], [0.0047, -0.0603, 0.2409], [0.1242, -0.1514, 0.0258], [0.0153, -0.0520, 0.0874], [-0.0588, 0.0507, -0.0977], [-0.0519, -0.1344, -0.1358], [-0.3189, -0.1259, -0.0830], [-0.0266, 0.0635, -0.1277], [0.1187, -0.1545, 0.2407], [-0.0529, -0.2422, 0.1046]],
  "lumo_ev": 0.80,
  "total_charge": 0,
  "e_tot_ev": -10371.858,
  "smiles": "C=C(O)C(C)=C(N)N",
  "de_lowest_kj_mol": 332.58,
  "orbital_gap_ev": 8.9,
  "largest_force_ev_per_a": 8.00
}